{
  "formula": "C26H35KN5O4",
  "method": "ωB97M-V/def2-TZVPD",
  "elements": ["K", "C", "N", "C", "C", "C", "N", "C", "C", "O", "H", "H", "H", "H", "H", "H", "H", "H", "H", "H", "H", "H", "C", "O", "C", "C", "C", "C", "C", "C", "N", "C", "C", "C", "C", "C", "C", "C", "O", "H", "H", "H", "H", "H", "H", "H", "H", "H", "H", "H", "H", "H", "N", "C", "C", "C", "N", "H", "H", "H", "H", "C", "O", "C", "C", "H", "H", "H", "H", "H", "H"],
  "positions_angstrom": [[-0.52, 0.07, 0.10], [-2.84, -0.30, -2.79], [-1.79, -0.76, -3.69], [-2.15, -0.81, -5.09], [-0.91, -0.74, -5.97], [0.08, -1.79, -5.50], [0.35, -1.62, -4.09], [1.62, -2.10, -3.60], [-0.60, -1.20, -3.19], [-0.35, -1.19, -1.99], [-2.94, 0.78, -2.85], [-2.64, -0.58, -1.76], [-3.78, -0.76, -3.08], [-2.80, 0.04, -5.30], [-2.72, -1.72, -5.31], [-0.45, 0.24, -5.88], [-1.18, -0.90, -7.01], [1.02, -1.70, -6.04], [-0.31, -2.80, -5.71], [2.44, -1.62, -4.14], [1.71, -3.19, -3.72], [1.70, -1.85, -2.55], [-6.20, -0.81, 0.28], [-5.57, -1.99, 0.75], [-4.68, -2.58, -0.11], [-4.98, -2.78, -1.45], [-4.09, -3.42, -2.30], [-2.89, -3.87, -1.79], [-2.59, -3.68, -0.45], [-3.46, -3.03, 0.42], [-3.14, -2.94, 1.76], [-3.52, -2.03, 2.74], [-3.68, -0.64, 2.65], [-4.20, 0.06, 3.77], [-4.33, 1.43, 3.80], [-3.92, 2.18, 2.69], [-3.41, 1.53, 1.57], [-3.27, 0.13, 1.50], [-2.76, -0.44, 0.46], [-6.54, -0.27, 1.16], [-7.05, -1.03, -0.37], [-5.48, -0.18, -0.26], [-5.93, -2.42, -1.83], [-4.35, -3.57, -3.35], [-2.17, -4.36, -2.44], [-1.62, -4.00, -0.07], [-2.41, -3.58, 2.04], [-3.66, -2.49, 3.72], [-4.50, -0.52, 4.64], [-4.72, 1.93, 4.68], [-4.00, 3.26, 2.70], [-3.09, 2.10, 0.71], [2.34, 0.88, -0.78], [3.58, 0.93, -1.29], [3.47, 1.31, -2.62], [2.09, 1.50, -2.80], [1.42, 1.23, -1.68], [2.03, 0.78, 0.32], [4.44, 0.69, -0.68], [4.26, 1.43, -3.34], [1.56, 1.81, -3.69], [2.04, 3.21, 1.26], [1.29, 2.40, 2.12], [1.41, 1.02, 1.90], [0.50, 0.39, 2.92], [3.09, 2.87, 1.22], [2.01, 4.23, 1.65], [1.64, 3.20, 0.24], [0.63, 0.87, 3.90], [0.70, -0.68, 3.03], [-0.58, 0.49, 2.69]],
  "mulliken_charge": [1.011, -0.701, 0.722, -0.684, -0.766, -0.675, 0.472, -1.170, 0.000, -0.611, 0.371, -0.361, 0.464, 0.413, 0.270, 0.294, 0.373, 0.379, 0.259, 0.398, 0.299, 0.218, -0.932, -0.493, 1.143, -0.554, -0.642, -0.658, -0.629, 0.338, -0.092, -1.416, 1.240, -0.879, -0.625, -0.620, -0.325, 0.458, -0.630, 0.301, 0.342, 0.298, 0.312, 0.422, 0.346, 0.249, 0.279, 0.323, 0.306, 0.365, 0.359, 0.355, 0.646, -0.466, -0.736, -0.534, -0.290, 0.116, 0.464, 0.405, 0.423, -0.609, -0.194, -0.684, -0.952, 0.240, 0.280, 0.208, 0.373, 0.307, 0.087],
  "homo_lumo_gap_ev": [4.758, 4.350],
  "lumo_ev": [2.30, 2.30],
  "multiplicity": 1,
  "total_charge": -1
}

{
  "formula": "C26H35N3O2",
  "method": "ωB97M-V/def2-TZVPD",
  "elements": ["C", "C", "C", "O", "C", "C", "C", "C", "C", "C", "C", "N", "C", "C", "C", "C", "C", "H", "H", "H", "H", "H", "H", "C", "C", "C", "O", "N", "C", "H", "H", "H", "C", "H", "H", "C", "C", "N", "C", "C", "C", "C", "H", "H", "H", "H", "H", "H", "H", "H", "H", "H", "H", "H", "H", "H", "H", "H", "H", "H", "H", "H", "H", "H", "H", "H"],
  "positions_angstrom": [[-2.29, -2.24, -4.02], [-2.05, -1.21, -3.24], [-2.98, -0.72, -2.17], [-2.21, -0.47, -1.01], [-2.83, -0.07, 0.13], [-4.19, 0.20, 0.23], [-4.73, 0.60, 1.44], [-3.92, 0.75, 2.56], [-2.57, 0.49, 2.45], [-2.00, 0.09, 1.26], [-0.52, -0.17, 1.16], [-0.15, -1.41, 1.83], [1.29, -1.59, 1.90], [1.94, -1.90, 0.54], [1.31, -3.19, 0.01], [-0.21, -3.03, -0.08], [-0.77, -2.60, 1.28], [-1.85, -2.42, 1.21], [-0.61, -3.41, 2.01], [-0.46, -2.28, -0.83], [-0.67, -3.97, -0.38], [1.72, -3.42, -0.98], [1.56, -4.02, 0.68], [3.47, -2.02, 0.63], [4.15, -0.66, 0.87], [3.81, 0.29, -0.27], [3.97, -0.05, -1.43], [3.34, 1.52, 0.04], [3.16, 2.02, 1.38], [2.74, 3.02, 1.32], [2.45, 1.41, 1.94], [4.11, 2.06, 1.92], [3.05, 2.40, -1.08], [3.03, 3.43, -0.73], [3.85, 2.28, -1.81], [1.72, 2.07, -1.78], [0.48, 2.50, -1.05], [0.61, 3.01, 0.17], [-0.48, 3.38, 0.82], [-1.76, 3.28, 0.31], [-1.89, 2.76, -0.98], [-0.76, 2.37, -1.66], [-0.83, 1.96, -2.66], [-2.87, 2.68, -1.43], [-2.61, 3.59, 0.88], [-0.31, 3.78, 1.81], [1.72, 2.55, -2.76], [1.69, 0.99, -1.95], [5.23, -0.81, 0.86], [3.87, -0.27, 1.84], [3.83, -2.41, -0.32], [3.74, -2.72, 1.42], [1.71, -1.09, -0.15], [1.72, -0.68, 2.34], [1.48, -2.42, 2.59], [-0.23, -0.14, 0.10], [0.00, 0.64, 1.68], [-1.92, 0.60, 3.31], [-4.35, 1.06, 3.50], [-5.79, 0.81, 1.50], [-4.83, 0.09, -0.62], [-3.76, -1.47, -1.97], [-3.47, 0.21, -2.50], [-1.13, -0.64, -3.33], [-1.60, -2.55, -4.78], [-3.20, -2.82, -3.93]],
  "mulliken_charge": [-0.978, -0.136, -0.646, 0.577, 0.555, -1.027, -0.664, -1.028, -0.170, -0.212, -0.466, 0.202, -1.575, 2.353, -1.485, 0.133, -1.031, 0.328, 0.552, -0.229, 0.486, 0.480, 0.316, -1.440, -0.689, 0.416, -0.697, 0.224, -1.060, 0.371, 0.255, 0.401, -1.332, 0.504, 0.517, -0.606, 0.324, 0.025, -0.342, -0.594, -0.298, -0.700, 0.521, 0.442, 0.415, 0.340, 0.534, 0.267, 0.372, 0.502, 0.391, 0.451, -0.765, 0.554, 0.323, 0.000, 0.610, 0.491, 0.400, 0.433, 0.445, 0.530, 0.369, 0.166, 0.296, 0.298],
  "smiles": "C=CCOc1ccccc1CN1CCC[C@H](CCC(=O)N(C)CCc2ccccn2)C1",
  "homo_lumo_gap_ev": 8.737,
  "lumo_ev": 0.74,
  "multiplicity": 1
}

{
  "formula": "C26H35N3O6S",
  "method": "ωB97M-V/def2-TZVPD",
  "elements": ["C", "C", "O", "C", "C", "H", "C", "N", "C", "O", "C", "C", "H", "C", "N", "S", "O", "O", "C", "C", "C", "C", "C", "C", "N", "C", "C", "C", "H", "H", "C", "H", "H", "C", "C", "C", "H", "H", "C", "H", "H", "H", "H", "H", "H", "C", "O", "O", "H", "H", "C", "H", "C", "H", "H", "H", "H", "H", "H", "H", "H", "H", "H", "H", "H", "H", "H", "H", "H", "H", "H"],
  "positions_angstrom": [[-3.00, -4.93, -1.57], [-2.02, -3.80, -1.86], [-1.35, -3.31, -0.71], [-0.36, -4.16, -0.18], [0.37, -3.46, 0.96], [1.22, -4.08, 1.26], [-0.53, -3.22, 2.17], [-1.57, -2.27, 1.86], [-1.80, -1.16, 2.59], [-1.27, -0.96, 3.66], [-2.78, -0.14, 1.99], [-3.30, -0.47, 0.59], [-2.46, -0.63, -0.09], [-4.16, 0.68, 0.06], [-3.47, 1.94, 0.09], [-2.64, 2.41, -1.28], [-2.25, 3.78, -1.07], [-3.47, 2.07, -2.40], [-1.15, 1.41, -1.36], [-0.05, 1.84, -0.67], [1.08, 1.01, -0.58], [2.26, 1.33, 0.15], [3.31, 0.43, 0.20], [3.17, -0.79, -0.51], [2.09, -1.11, -1.19], [1.06, -0.25, -1.25], [-0.08, -0.63, -2.00], [-1.17, 0.19, -2.04], [-2.06, -0.06, -2.60], [-0.05, -1.57, -2.51], [4.27, -1.81, -0.54], [3.88, -2.69, -1.05], [4.54, -2.09, 0.48], [5.51, -1.29, -1.28], [6.41, -0.41, -0.42], [5.77, 0.90, 0.02], [6.52, 1.49, 0.55], [5.46, 1.48, -0.85], [4.57, 0.71, 0.96], [4.44, 1.62, 1.55], [4.77, -0.11, 1.65], [7.31, -0.17, -1.00], [6.72, -0.97, 0.46], [6.09, -2.15, -1.62], [5.19, -0.74, -2.17], [2.33, 2.64, 0.86], [3.15, 3.49, 0.66], [1.35, 2.76, 1.77], [1.41, 3.62, 2.22], [-0.07, 2.81, -0.21], [-2.93, 2.30, 1.38], [-3.78, 2.50, 2.04], [-2.05, 1.21, 1.97], [-1.13, 1.11, 1.39], [-1.76, 1.47, 2.99], [-2.37, 3.23, 1.23], [-5.06, 0.78, 0.68], [-4.46, 0.51, -0.97], [-3.91, -1.38, 0.61], [-3.62, -0.07, 2.68], [-1.95, -2.38, 0.93], [0.04, -2.81, 3.01], [-0.98, -4.16, 2.49], [0.75, -2.50, 0.59], [-0.81, -5.09, 0.20], [0.36, -4.42, -0.97], [-1.28, -4.13, -2.60], [-2.55, -2.93, -2.26], [-3.57, -5.15, -2.46], [-2.49, -5.83, -1.26], [-3.69, -4.63, -0.78]],
  "mulliken_charge": [-1.437, -0.291, -0.051, -0.873, 0.073, 0.460, -1.090, 0.105, -0.088, -0.726, 0.765, 0.496, -0.632, -1.790, 0.252, 1.302, -0.733, -0.749, -0.115, -1.033, 1.370, 0.656, 0.560, 0.886, -0.611, -0.801, -0.052, -0.944, 0.545, 0.495, -1.231, 0.333, 0.451, -0.701, -0.684, -0.792, 0.358, 0.401, -1.183, 0.464, 0.444, 0.350, 0.291, 0.379, 0.384, -0.351, -0.552, -0.347, 0.346, 0.641, -1.388, 0.413, -0.151, -0.199, 0.659, 0.523, 0.393, 0.530, 0.734, 0.373, 0.103, 0.491, 0.310, -0.265, 0.382, 0.446, 0.417, 0.186, 0.434, 0.380, 0.279],
  "smiles": "CCOCCCNC(=O)C1CCN(S(=O)(=O)c2ccc3nc4c(c(C(=O)O)c3c2)CCCCC4)CC1",
  "homo_lumo_gap_ev": 8.652,
  "lumo_ev": -0.37,
  "multiplicity": 1
}